No. 1
{
  "formula": "C2H4N4O2",
  "method": "ωB97M-V/def2-TZVPD",
  "e_above_lowest_kcal_mol": 104.6,
  "symbols": ["C", "C", "H", "H", "H", "H", "N", "N", "N", "N", "O", "O"],
  "positions_angstrom": [[1.19966, -0.25067, -0.07062], [-0.58506, 0.84616, -0.00987], [-2.11753, -1.03025, 1.08331], [-2.55366, -0.85283, -0.50894], [2.77239, 0.75688, -0.36400], [-1.13043, 2.64270, 0.52926], [-1.99973, -1.38846, 0.11273], [-0.79580, -0.67866, -0.29986], [0.43994, -1.13119, -0.03177], [-1.42645, 1.75340, 0.10240], [2.46183, -0.35107, 0.27079], [0.76516, 0.97918, -0.20093]]
}

No. 2
{
  "formula": "C2H4N4O3",
  "method": "ωB97M-V/def2-TZVPD",
  "e_above_lowest_kcal_mol": 115.3,
  "symbols": ["C", "C", "N", "N", "N", "N", "O", "O", "O", "H", "H", "H", "H"],
  "positions_angstrom": [[2.24258, 0.17602, 0.34491], [-1.09264, 0.33408, -0.67349], [1.00329, -0.24971, -0.22827], [0.00127, 0.51149, -0.01062], [-0.92073, -2.04341, 0.18551], [-2.31984, 0.74521, -0.07428], [0.21457, -1.92760, 0.33602], [-3.32905, 0.54661, -0.72173], [-2.28715, 1.18195, 1.05730], [2.66146, 0.94561, -0.31671], [2.93413, -0.66309, 0.39252], [2.09487, 0.62105, 1.33500], [-1.20278, -0.17821, -1.62617]]
}

No. 3
{
  "formula": "C2H4N4OS",
  "method": "ωB97M-V/def2-TZVPD",
  "e_above_lowest_kcal_mol": 17.4,
  "smiles": "NSc1n[nH][nH]c1=O",
  "symbols": ["N", "S", "C", "N", "N", "N", "C", "O", "H", "H", "H", "H"],
  "positions_angstrom": [[-2.21818, 0.79581, -0.07020], [-0.90645, 1.87968, -0.02946], [0.41475, 0.76031, -0.02880], [0.30356, -0.53168, -0.07654], [1.52972, -1.06354, -0.17558], [2.47063, -0.04470, 0.01278], [1.83118, 1.17597, -0.00347], [2.35646, 2.26362, 0.01416], [-2.78771, 0.87739, 0.76284], [-2.78485, 0.94053, -0.89686], [1.67120, -1.91863, 0.35396], [3.44283, -0.20273, -0.19493]]
}

No. 4
{
  "formula": "C2H4N4S",
  "method": "ωB97M-V/def2-TZVPD",
  "e_above_lowest_kcal_mol": 123.2,
  "symbols": ["C", "C", "N", "N", "N", "N", "S", "H", "H", "H", "H"],
  "positions_angstrom": [[2.47255, 0.20825, 0.17164], [-0.02103, -0.59370, -0.00014], [1.70913, 1.20515, 0.08163], [0.54766, 1.40767, -0.04553], [-2.18488, 0.18242, 0.31105], [-1.29492, -0.83892, -0.05468], [1.36185, -1.39514, -0.02507], [3.58671, 0.05884, 0.12920], [-1.48907, 1.08012, 0.31978], [-2.92836, 0.38835, -0.36760], [-1.75965, -1.70304, -0.52028]]
}

No. 5
{
  "formula": "C2H4N4Te4Tl",
  "method": "ωB97M-V/def2-TZVPD",
  "e_above_lowest_kcal_mol": 3.6,
  "total_charge": -1,
  "symbols": ["Tl", "Te", "Te", "Te", "Te", "N", "C", "N", "N", "C", "N", "H", "H", "H", "H"],
  "positions_angstrom": [[2.73916, -0.44629, -0.70121], [5.52445, -0.30788, 0.68681], [3.74720, -1.63881, 2.20192], [2.04047, 0.34978, 3.16459], [1.98461, 2.07263, 1.08575], [-3.06736, -0.64730, -0.17479], [-1.89434, -0.08974, -0.61985], [-0.95808, 0.16475, 0.29510], [-1.80701, 0.15023, -1.90652], [-0.67488, 0.68882, -2.34814], [0.29179, 1.14804, -2.79228], [-3.01535, -1.21197, 0.65614], [-3.62932, -1.02950, -0.91717], [-1.15598, 0.07575, 1.27748], [-0.12537, 0.72145, 0.09216]]
}

No. 6
{
  "formula": "C2H4N5",
  "method": "ωB97M-V/def2-TZVPD",
  "e_above_lowest_kcal_mol": 19.1,
  "total_charge": -1,
  "symbols": ["C", "C", "N", "N", "N", "N", "N", "H", "H", "H", "H"],
  "positions_angstrom": [[0.75850, 0.30551, 0.24395], [-1.59166, -0.33928, -0.00088], [1.68524, 1.09961, -0.13296], [1.11693, -1.00261, 0.26428], [2.73028, 0.35688, -0.29183], [2.39063, -0.92145, -0.06212], [-0.79958, 0.75875, 0.45232], [-1.70162, -1.05113, 0.88962], [-2.61308, 0.03051, -0.16484], [-1.06796, -0.77251, -0.98821], [-0.90770, 1.53572, -0.20933]]
}

No. 7
{
  "formula": "C2H4N5O2",
  "method": "ωB97M-V/def2-TZVPD",
  "e_above_lowest_kcal_mol": 34.0,
  "total_charge": 1,
  "smiles": "Cn1cnn[n+]1ON=O",
  "symbols": ["C", "N", "C", "N", "N", "N", "O", "N", "O", "H", "H", "H", "H"],
  "positions_angstrom": [[1.23024, -1.01050, -0.00383], [0.46921, 0.23610, -0.08557], [0.81867, 1.46832, 0.26008], [-0.17263, 2.30040, 0.01603], [-1.16306, 1.61605, -0.48905], [-0.77533, 0.37999, -0.55264], [-1.47540, -0.62101, -1.03057], [-2.31376, -1.43197, 0.15033], [-2.65053, -0.75673, 0.96036], [1.44490, -1.20406, 1.04248], [2.16488, -0.88420, -0.53699], [0.64467, -1.83068, -0.39746], [1.77815, 1.73828, 0.66683]]
}

No. 8
{
  "formula": "C2H4N5O2S",
  "method": "ωB97M-V/def2-TZVPD",
  "energy_ev": -24512.629,
  "multiplicity": 3,
  "total_charge": -1,
  "s_squared": 2.02,
  "symbols": ["C", "C", "N", "N", "N", "N", "N", "O", "O", "S", "H", "H", "H", "H"],
  "positions_angstrom": [[-2.21561, -1.02092, 0.11935], [0.58990, 0.49435, 0.21601], [-3.69658, 0.37474, 0.07162], [-2.73228, -0.10143, 0.86376], [-2.69728, -1.17304, -1.06570], [-3.68768, -0.26321, -1.02945], [-0.78867, -1.96720, 0.70963], [1.79559, -1.80167, 0.69357], [0.41156, -1.56703, -1.37489], [0.57332, -1.32438, 0.02996], [-0.25340, 1.00824, -0.34895], [0.60393, 0.89428, 1.29687], [1.49645, 0.97220, -0.20805], [-0.73334, -1.86803, 1.77397]]
}

What are the molar mass values for these records? In order: 116.1, 132.1, 132.1, 116.1, 798.9, 98.1, 130.1, 162.2 g mol⁻¹.